[1]
C18H39As2N2RuSi | wB97M-V/def2-TZVPD

The geometry in XYZ format:
```
63
Properties=species:S:1:pos:R:3:forces:R:3:lowdin_charge:R:1
Ru -0.074028 -0.180782 0.398305 0.3 -0.2 0.2 0.515
N 2.150407 -0.161314 0.130563 0.0 0.0 -0.1 -0.063
C 3.084109 1.004823 -0.016082 0.0 0.0 0.0 -0.200
C 2.648460 2.209629 0.806805 -0.1 0.0 0.0 -0.186
C 1.815832 3.229978 0.029801 0.0 -0.1 0.0 -0.180
C 0.634354 2.656300 -0.729586 0.0 0.0 0.0 -0.210
N -0.322578 1.912823 0.147350 -0.2 0.1 -0.2 -0.098
H 2.479710 -0.714396 0.918050 0.0 0.1 0.0 0.091
H 2.323863 -0.775952 -0.663697 0.0 0.0 0.0 0.092
H 3.141563 1.250447 -1.077103 0.0 0.0 0.0 0.124
H 4.080930 0.680913 0.281306 0.0 0.0 0.0 0.126
H 3.528599 2.712305 1.206105 0.0 0.0 0.0 0.127
H 2.080932 1.845978 1.668191 0.1 0.0 0.0 0.059
H 2.444405 3.735556 -0.706207 0.0 0.0 0.0 0.131
H 1.467282 4.012064 0.709823 0.0 0.0 0.0 0.124
H 0.951568 1.968635 -1.516554 0.0 0.0 0.0 0.112
H 0.094107 3.468906 -1.217420 0.0 0.0 0.0 0.130
H -1.220777 1.964176 -0.326882 0.0 0.1 0.1 0.054
H -0.468270 2.442992 1.004792 0.1 0.0 0.0 0.101
C -3.542996 0.659442 -0.749519 0.1 0.0 -0.1 -0.251
As -2.492414 -0.316232 0.557191 -0.1 -0.1 0.1 1.100
C -3.359934 -2.039723 0.561223 0.0 0.0 0.0 -0.237
C -2.997578 0.482060 2.242564 0.0 0.0 0.0 -0.407
C -4.299823 0.873138 2.533904 0.0 0.0 0.0 -0.077
C -4.594861 1.417343 3.775654 0.0 0.0 0.0 -0.036
C -3.597229 1.564955 4.730504 0.0 0.0 0.0 -0.037
C -2.297290 1.169339 4.449494 0.0 0.0 0.0 -0.078
C -1.998797 0.629322 3.202734 0.0 0.0 0.0 -0.406
As -0.236158 -0.010509 2.746236 -0.1 -0.1 0.1 1.089
C 0.960626 1.036512 3.846631 0.0 0.1 -0.1 -0.250
C -0.117951 -1.757051 3.568915 0.0 0.0 0.1 -0.237
H -4.598112 0.439476 -0.596260 0.0 0.0 0.0 0.044
H -3.265107 0.342185 -1.753766 0.0 0.0 0.0 0.043
H -3.398768 1.734998 -0.650030 0.0 0.0 0.0 0.036
H -4.400528 -1.924385 0.860419 0.0 0.0 0.0 0.052
H -2.851320 -2.707978 1.253357 0.0 0.0 0.0 0.018
H -3.310444 -2.456616 -0.442910 0.0 0.0 0.0 0.030
H -5.089692 0.762112 1.800782 0.0 0.0 0.0 0.110
H -5.606249 1.728406 3.999765 0.0 0.0 0.0 0.124
H -3.833352 1.988099 5.697417 0.0 0.0 0.0 0.124
H -1.531990 1.285593 5.206257 0.0 0.0 0.0 0.105
H 0.719483 0.845531 4.891156 0.0 0.0 0.0 0.045
H 0.843442 2.099268 3.641132 0.0 0.0 0.0 0.044
H 1.992058 0.737017 3.670323 0.0 0.0 0.0 0.040
H -0.358683 -1.662614 4.627367 0.0 0.0 0.0 0.054
H 0.891565 -2.154144 3.464098 0.0 0.0 0.0 0.047
H -0.826340 -2.434765 3.096840 0.0 0.0 0.0 0.018
C -1.479195 -4.679328 -1.471775 0.0 0.0 0.0 -0.167
Si -0.157233 -4.295201 -0.216496 0.0 0.0 0.1 0.429
C 1.484381 -4.972682 -0.781590 0.0 0.0 0.0 -0.172
C -0.606220 -4.905147 1.487793 0.0 0.0 0.0 -0.175
C 0.083332 -2.417657 -0.134353 -0.3 0.4 -0.4 -0.162
H -1.453934 -5.753536 -1.671690 0.0 0.0 0.0 0.050
H -1.307694 -4.172676 -2.423452 0.0 0.0 0.0 0.043
H -2.483905 -4.441908 -1.123491 0.0 0.0 0.0 0.018
H 1.420059 -6.056731 -0.897953 0.0 0.0 0.0 0.049
H 2.282452 -4.766124 -0.066254 0.0 0.0 0.0 0.037
H 1.774850 -4.559159 -1.749498 0.0 0.0 0.0 0.040
H -0.649112 -5.996419 1.482935 0.0 0.0 0.0 0.050
H -1.587718 -4.553666 1.814433 0.0 0.0 0.0 0.021
H 0.135611 -4.619505 2.236083 0.0 0.0 0.0 0.030
H 0.306131 -1.940298 0.857983 0.2 -0.1 0.1 -0.060
H 0.330570 -1.910318 -1.074212 0.1 -0.2 -0.1 0.014
```
Positions in Å, forces in eV/Å.

Summary:
ΔE to the lowest compared entry with this formula, charge and spin ... 0.310 eV
Kohn-Sham gap (alpha / beta) ... 7.75 / 8.49 eV
F_max ... 0.612 eV/A
Net charge ... +2
HOMO level (alpha / beta) ... -14.33 / -15.31 eV
Spin multiplicity ... 2
E_tot ... -5674.16641 Eh

=====

[2]
C18H39As2N6O2Pd | wB97M-V/def2-TZVPD

The geometry in XYZ format:
```
68
Properties=species:S:1:pos:R:3:forces:R:3:lowdin_charge:R:1
Pd -0.118684 0.247557 0.721373 0.3 -0.6 -0.6 0.492
C -0.025567 3.380645 2.508674 -0.1 -0.2 0.1 -0.241
As -1.121821 1.822756 2.115584 0.0 0.8 0.1 1.111
C -2.727786 2.539316 1.302539 0.1 -0.1 0.1 -0.226
C -1.614045 1.012787 3.790114 0.1 -0.3 -0.2 -0.412
C -1.984455 1.723124 4.922075 0.0 0.0 0.0 -0.072
C -2.323086 1.031991 6.077792 0.0 0.0 0.0 -0.032
C -2.297611 -0.354825 6.101259 0.0 0.0 0.0 -0.034
C -1.940439 -1.070731 4.966728 0.0 -0.1 -0.1 -0.077
C -1.594230 -0.385623 3.810375 0.0 0.1 -0.2 -0.406
As -1.130856 -1.268379 2.141033 -0.1 0.0 0.6 1.103
C -0.009935 -2.794749 2.576284 -0.1 0.1 0.0 -0.238
C -2.767806 -2.017405 1.412525 0.1 0.0 0.0 -0.230
H -0.622465 4.148101 3.000830 -0.1 -0.1 0.0 0.047
H 0.353507 3.776358 1.568328 0.0 0.0 0.0 0.033
H 0.788653 3.081400 3.166022 0.0 0.0 -0.1 0.033
H -3.193825 3.264793 1.968631 0.1 0.0 0.0 0.050
H -3.426254 1.725801 1.112002 0.0 0.0 0.0 0.037
H -2.450095 3.002379 0.356956 0.0 0.0 0.0 0.039
H -2.010773 2.806074 4.916577 0.0 0.0 0.0 0.115
H -2.606917 1.578850 6.966510 0.0 0.0 0.0 0.126
H -2.557483 -0.882909 7.008431 0.0 0.0 0.0 0.126
H -1.930689 -2.153623 4.999697 0.0 0.0 0.0 0.114
H -0.591497 -3.513722 3.153693 0.0 0.0 0.0 0.048
H 0.841793 -2.463800 3.166488 0.0 0.0 0.0 0.045
H 0.336948 -3.282153 1.666445 0.0 0.1 0.0 0.027
H -3.410564 -2.351514 2.226200 0.1 0.0 0.0 0.050
H -2.529770 -2.869343 0.776545 0.0 0.0 0.0 0.037
H -3.281785 -1.256025 0.828988 0.0 0.0 0.0 0.033
N 0.434197 -1.277444 -0.792965 0.1 -0.1 -0.3 0.009
C 0.202102 -0.593170 -2.117531 0.0 0.2 0.1 -0.277
C 1.309463 -0.870776 -3.126327 -0.1 0.0 -0.1 -0.146
C 1.186066 -2.183403 -3.918021 0.1 0.0 -0.1 -0.162
C 0.544160 -2.015454 -5.299053 0.1 0.0 0.1 -0.153
N -0.895204 -1.740085 -5.292170 0.0 0.0 -0.1 0.099
C -1.854038 -2.640851 -5.502290 -0.1 0.1 0.0 -0.423
N -1.585515 -3.943582 -5.492226 0.0 0.0 0.0 0.229
N -3.110772 -2.232616 -5.684284 0.0 0.0 0.0 0.217
C 0.133814 0.885328 -1.648386 -0.9 -0.4 0.6 -0.726
O 1.205062 1.267023 -1.096500 0.6 0.3 0.3 -0.095
O -0.982147 1.408982 -1.535452 0.1 0.1 -0.6 -0.012
H 1.432463 -1.451186 -0.703037 -0.1 0.0 0.1 0.099
H -0.032546 -2.177655 -0.773959 0.0 0.0 0.1 0.089
H -0.782642 -0.901344 -2.468381 0.0 0.0 0.0 0.139
H 2.264306 -0.831401 -2.597826 0.0 0.0 0.0 0.118
H 1.349262 -0.031186 -3.826887 0.0 0.0 0.0 0.130
H 0.663593 -2.951342 -3.338777 0.0 0.0 0.0 0.113
H 2.185956 -2.579662 -4.105614 0.0 0.0 0.0 0.124
H 0.736612 -2.884980 -5.929305 0.0 0.0 0.0 0.126
H 1.018834 -1.179158 -5.812270 0.0 0.0 0.0 0.136
H -1.175702 -0.772146 -5.326931 0.0 0.0 0.0 0.164
H -0.650421 -4.285721 -5.356173 0.0 0.0 0.0 0.121
H -2.279763 -4.614282 -5.779348 0.0 0.0 0.0 0.143
H -3.324167 -1.264324 -5.858272 0.0 0.0 0.0 0.138
H -3.850664 -2.894404 -5.853134 0.0 0.0 0.0 0.138
N 4.868061 3.913085 0.058425 0.1 0.1 0.0 0.199
C 4.606294 2.602511 0.759074 -0.1 -0.1 0.1 -0.125
C 3.100027 2.414239 0.974001 0.1 0.0 0.0 -0.288
N 2.746600 1.122634 1.540997 0.1 0.1 0.0 0.009
H 5.869650 4.068971 -0.084593 0.0 0.0 0.0 0.181
H 4.507751 4.701513 0.602546 0.0 0.0 0.0 0.178
H 4.411235 3.934083 -0.857182 0.0 0.0 0.0 0.178
H 5.161516 2.626741 1.695813 0.0 0.0 0.0 0.139
H 5.018200 1.819335 0.124053 0.0 0.0 0.0 0.137
H 2.571606 2.511039 0.022786 0.0 0.0 0.0 0.088
H 2.735112 3.198654 1.641983 0.0 0.0 0.0 0.105
H 3.124108 0.996410 2.473449 0.0 0.0 0.0 0.088
H 3.085069 0.368493 0.955070 -0.1 0.0 0.0 0.071
```
Positions in Å, forces in eV/Å.

Summary:
ΔE to the lowest compared entry with this formula, charge and spin ... 1.193 eV
Kohn-Sham gap ... 8.37 eV
F_max ... 1.140 eV/A
Net charge ... +3
HOMO level ... -16.06 eV
E_tot ... -5786.89970 Eh

=====

[3]
C18H39As2N6O2Pd | wB97M-V/def2-TZVPD

The geometry in XYZ format:
```
68
Properties=species:S:1:pos:R:3:forces:R:3:lowdin_charge:R:1
Pd 0.431285 -0.249011 0.799821 0.0 0.0 -0.1 0.596
C 4.148589 0.005652 -0.881097 -0.1 0.0 0.0 -0.269
As 2.822305 0.510980 0.447782 0.0 0.1 -0.1 1.111
C 2.648278 2.421610 0.146409 0.1 0.0 0.0 -0.250
C 3.742714 0.369237 2.141256 0.0 0.0 -0.1 -0.427
C 5.130724 0.440974 2.212821 0.0 0.0 0.0 -0.089
C 5.770209 0.356221 3.440842 0.0 0.0 0.0 -0.039
C 5.027304 0.199354 4.602121 0.0 0.0 0.0 -0.036
C 3.643441 0.127721 4.536932 0.0 0.0 0.0 -0.083
C 2.995171 0.208981 3.308866 0.0 0.0 0.0 -0.432
As 1.064119 0.167029 3.200990 -0.1 0.0 0.2 1.098
C 0.525229 -0.991421 4.661201 0.0 0.0 0.0 -0.272
C 0.524935 1.940506 3.822355 0.0 0.0 0.0 -0.250
H 4.945702 0.747596 -0.897759 0.0 0.0 0.0 0.044
H 3.676691 -0.016930 -1.861984 0.0 0.0 0.0 0.036
H 4.574954 -0.967229 -0.642247 0.0 0.0 0.0 0.029
H 3.607344 2.904592 0.330054 0.0 0.0 0.0 0.051
H 1.905938 2.838999 0.825699 0.0 0.0 0.0 0.024
H 2.336590 2.594191 -0.882419 0.0 0.0 0.0 0.043
H 5.728201 0.567504 1.318657 0.0 0.0 0.0 0.102
H 6.849003 0.415499 3.490512 0.0 0.0 0.0 0.124
H 5.524841 0.133784 5.560173 0.0 0.0 0.0 0.125
H 3.079934 0.008843 5.453946 0.0 0.0 0.0 0.107
H 0.811417 -0.546377 5.612515 0.0 0.0 0.0 0.041
H 1.001865 -1.964002 4.557484 0.0 0.0 0.0 0.038
H -0.556439 -1.111027 4.642571 0.0 0.0 0.0 0.034
H 1.415311 2.534715 4.019350 0.0 0.0 0.0 0.044
H -0.045871 1.841816 4.744126 0.0 0.0 0.0 0.041
H -0.085772 2.447847 3.078537 0.0 0.0 0.0 0.014
N -1.896345 0.311787 0.835659 0.2 0.1 -0.1 0.010
C -2.445797 0.281846 -0.539893 0.0 0.0 -0.2 -0.269
C -3.253850 1.529453 -0.938572 0.1 0.0 0.0 -0.145
C -4.753600 1.293318 -1.159446 0.0 0.0 0.0 -0.156
C -5.294356 2.213142 -2.247715 -0.1 0.1 0.0 -0.146
N -4.793933 1.773531 -3.553001 0.1 0.0 -0.1 0.100
C -5.480650 1.617665 -4.678435 0.1 0.1 0.0 -0.416
N -6.758951 1.970472 -4.781278 0.0 0.0 0.0 0.226
N -4.868742 1.087862 -5.740807 0.0 0.0 0.0 0.213
C -1.377644 -0.011737 -1.639147 -0.3 -0.1 0.3 -0.618
O -1.748549 0.100081 -2.796300 0.0 0.1 -0.1 0.044
O -0.227038 -0.442656 -1.254992 0.1 0.0 0.0 -0.183
H -2.454338 -0.250735 1.466672 0.0 0.0 0.0 0.095
H -1.937396 1.257699 1.202661 0.0 0.0 0.0 0.080
H -3.105702 -0.587685 -0.597869 0.0 0.0 0.0 0.148
H -2.811790 1.892204 -1.865265 0.0 0.1 0.0 0.099
H -3.104010 2.332066 -0.210498 -0.1 0.0 0.0 0.124
H -5.319990 1.453401 -0.241177 0.0 0.0 0.0 0.126
H -4.933341 0.262172 -1.471522 0.0 0.0 0.0 0.123
H -4.979681 3.244395 -2.071066 0.0 0.0 0.0 0.138
H -6.381934 2.205373 -2.247843 0.0 -0.1 0.0 0.119
H -3.821272 1.493842 -3.583244 0.0 -0.1 0.0 0.136
H -7.246768 2.433814 -4.036274 0.0 0.0 0.0 0.121
H -7.251932 1.865608 -5.652034 0.0 0.0 0.0 0.140
H -3.896573 0.832730 -5.708162 0.0 0.0 0.0 0.133
H -5.337619 1.006100 -6.626585 0.0 0.0 0.0 0.135
N 2.707979 -4.769266 -1.863826 0.0 0.0 0.0 0.209
C 1.511506 -4.308746 -1.063990 0.0 0.0 0.0 -0.116
C 1.731139 -2.906699 -0.494564 0.0 0.1 0.0 -0.252
N 0.600806 -2.481765 0.332821 0.0 0.0 0.0 -0.037
H 2.527424 -5.678249 -2.300402 0.0 0.0 0.0 0.185
H 3.542093 -4.875624 -1.280517 0.0 0.0 0.0 0.180
H 2.934947 -4.113766 -2.616917 0.0 0.0 0.0 0.181
H 1.356243 -5.051461 -0.282475 0.0 0.0 0.0 0.143
H 0.662131 -4.328179 -1.745478 0.0 0.0 0.0 0.145
H 1.811076 -2.179052 -1.306383 0.0 0.0 0.0 0.111
H 2.645552 -2.866326 0.101816 0.0 0.0 0.0 0.122
H 0.437383 -3.103149 1.118803 0.0 0.0 0.0 0.110
H -0.230490 -2.441128 -0.252254 -0.1 0.0 0.0 0.085
```
Positions in Å, forces in eV/Å.

Summary:
ΔE to the lowest compared entry with this formula, charge and spin ... 0.127 eV
Kohn-Sham gap (alpha / beta) ... 7.28 / 7.15 eV
F_max ... 0.433 eV/A
Net charge ... +3
HOMO level (alpha / beta) ... -14.67 / -16.26 eV
Spin multiplicity ... 3
E_tot ... -5786.87533 Eh

=====

Which of these has the highest E_tot? C18H39As2N2RuSi

=====

The highest ΔE to the lowest compared entry with this formula, charge and spin belongs to which entry? number 2

=====

The highest E_tot belongs to which entry? C18H39As2N2RuSi